C14H15N5O | ωB97M-V/def2-TZVPD

Element x y z (Å)
C (3.97, 2.36, 0.46)
C (4.29, 2.34, -0.84)
O (3.36, 1.80, -1.76)
C (2.35, 1.57, -0.88)
C (2.51, 2.04, 0.51)
H (2.05, 1.79, 1.33)
C (1.37, 0.94, -1.41)
N (-0.04, 1.29, -0.88)
C (-0.63, 0.28, -0.19)
N (-0.86, 0.38, 1.23)
N (-0.30, 1.38, 1.75)
C (-0.81, 1.23, 3.01)
N (-1.64, 0.09, 3.37)
C (-1.49, -0.58, 1.93)
N (-2.07, -1.53, 1.48)
C (-1.73, -1.89, 0.28)
C (-1.21, -0.99, -0.50)
C (-1.14, -1.23, -2.08)
C (-1.60, -2.71, -2.63)
C (-2.63, -3.22, -1.77)
C (-2.46, -3.05, -0.30)
H (-3.14, -3.42, 0.27)
H (-1.66, -4.01, -0.13)
H (-2.85, -4.25, -2.07)
H (-3.68, -2.35, -2.22)
H (-1.71, -2.80, -3.61)
H (-0.69, -3.24, -2.06)
H (-0.30, -0.94, -2.78)
H (-1.88, -0.60, -2.51)
H (-0.67, 1.69, 4.04)
H (0.09, 2.00, -0.34)
H (1.07, 1.53, -2.60)
H (1.39, -0.15, -1.74)
H (5.31, 2.81, -1.18)
H (4.49, 2.86, 1.36)

## Properties
Total charge: 0
Electronic energy: -24247.159 eV
E_HOMO: -8.385 eV
Kohn-Sham gap: 8.28 eV
Energy relative to the best compared isomer or geometry (same formula, charge and spin): 272.9 kcal per mole